*one*
ORCA calculation (ωB97M-V/def2-TZVPD) on C31H41ClN4O4 in the gas phase.

Computed properties:
HOMO energy in eV: -8.289
LUMO level in eV: 0.52
HOMO-LUMO gap in eV: 8.80

ORCA input file:
```
! wB97M-V def2-TZVPD RIJCOSX def2/J DEFGRID3
* xyz 0 1
C -4.2428 -3.5770 0.0301
C -3.3500 -2.5163 0.6662
C -3.6801 -2.3188 2.1443
C -2.7169 -1.3064 2.7544
C -1.2761 -1.7426 2.5127
N -1.0046 -1.8723 1.0846
C 0.4055 -2.1917 0.8733
C 0.8574 -2.1020 -0.5858
C 0.4508 -0.8015 -1.2840
N 0.9689 0.3723 -0.6235
C 2.1377 0.9317 -0.9708
O 2.8585 0.5177 -1.8660
C 2.3458 2.1924 -0.1501
C 3.6040 2.4702 0.6978
C 4.8397 1.5569 0.6853
O 5.5019 1.4318 1.6937
N 5.1592 1.0362 -0.5216
C 6.2535 0.2297 -0.8382
C 6.2355 -0.4126 -2.0772
C 7.2981 -1.2031 -2.4664
C 8.3958 -1.3697 -1.6377
C 8.4028 -0.7288 -0.4104
Cl 9.7637 -0.9235 0.6380
C 7.3504 0.0691 0.0033
C 2.9666 2.4378 2.1320
C 2.0911 3.6670 2.2461
C 1.0053 3.4008 1.5307
C 1.2626 2.0245 0.9652
O 2.0126 1.4013 1.9989
C 0.2189 1.0858 0.3978
C -0.9704 1.7994 -0.2636
O -0.8764 2.8870 -0.7915
N -2.0949 1.0650 -0.2255
C -3.3307 1.4876 -0.8575
C -4.4893 1.4498 0.1390
C -5.7778 1.9162 -0.5325
C -6.0923 1.0459 -1.7454
C -4.9368 1.0851 -2.7408
C -3.6436 0.6189 -2.0786
C -1.8755 -2.8932 0.5158
H -4.0967 -4.5393 0.5158
H -5.2901 -3.3005 0.1290
H -4.0144 -3.6896 -1.0276
H -3.5121 -1.5663 0.1458
H -4.7113 -1.9790 2.2594
H -3.5825 -3.2741 2.6654
H -2.8882 -1.2198 3.8283
H -2.8799 -0.3225 2.3089
H -0.5901 -1.0019 2.9334
H -1.0952 -2.6993 3.0338
H 0.9976 -1.4872 1.4632
H 0.6371 -3.2048 1.2466
H 1.9454 -2.1828 -0.5995
H 0.4582 -2.9357 -1.1655
H -0.6358 -0.7225 -1.3372
H 0.8611 -0.8047 -2.2984
H 2.1214 3.0356 -0.8091
H 3.9924 3.4710 0.4826
H 4.4511 1.0594 -1.2578
H 5.3776 -0.2900 -2.7211
H 7.2757 -1.6975 -3.4258
H 9.2296 -1.9848 -1.9357
H 7.3733 0.5534 0.9647
H 3.6790 2.2330 2.9249
H 2.3651 4.5584 2.7735
H 0.1568 4.0055 1.2862
H -0.1352 0.3965 1.1654
H -2.0713 0.1531 0.2159
H -3.1605 2.5189 -1.1844
H -4.2567 2.0880 0.9938
H -4.6225 0.4285 0.5043
H -5.6641 2.9543 -0.8508
H -6.6012 1.8730 0.1827
H -6.2583 0.0158 -1.4209
H -7.0072 1.3962 -2.2258
H -4.8069 2.1059 -3.1054
H -5.1606 0.4484 -3.5987
H -2.8151 0.6790 -2.7873
H -3.7499 -0.4238 -1.7679
H -1.6416 -2.9974 -0.5455
H -1.7021 -3.8716 0.9990
*
```

*two*
ORCA calculation (ωB97M-V/def2-TZVPD) on C31H41ClN4O4 in the gas phase.

Computed properties:
HOMO energy in eV: -8.344
LUMO level in eV: 0.46
HOMO-LUMO gap in eV: 8.80

ORCA input file:
```
! wB97M-V def2-TZVPD RIJCOSX def2/J DEFGRID3
* xyz 0 1
C -5.7054 -5.3321 -1.4680
C -4.9099 -4.3483 -0.6166
C -4.2688 -5.0437 0.5840
C -3.4382 -4.0514 1.3943
N -2.4119 -3.4789 0.5487
C -1.3553 -2.7931 1.2544
C -1.7812 -1.5859 2.1128
C -0.5753 -0.7447 2.5336
N 0.2054 -0.3058 1.4024
C 1.4753 -0.6983 1.1936
O 2.1320 -1.4534 1.8806
C 1.9611 -0.0379 -0.0820
C 2.5243 -0.9692 -1.1624
C 3.9996 -0.7281 -1.4269
O 4.4415 -0.3317 -2.4816
N 4.7211 -1.0117 -0.3092
C 6.0984 -0.9138 -0.1024
C 6.5859 -1.2217 1.1674
C 7.9377 -1.1485 1.4370
C 8.8121 -0.7649 0.4318
Cl 10.5068 -0.6720 0.7640
C 8.3414 -0.4557 -0.8337
C 6.9875 -0.5294 -1.1026
C 1.5213 -0.6659 -2.3198
C 1.6731 0.7875 -2.7155
C 1.0838 1.4900 -1.7538
C 0.6443 0.4486 -0.7496
O 0.3019 -0.6489 -1.5923
C -0.3335 0.6006 0.4056
C -0.3785 2.0467 0.9300
O 0.2055 2.3929 1.9314
N -1.1260 2.8603 0.1623
C -1.2913 4.2783 0.4255
C -0.5858 5.1173 -0.6419
C -0.7713 6.6045 -0.3546
C -2.2535 6.9589 -0.2923
C -2.9548 6.1219 0.7728
C -2.7768 4.6339 0.4852
C -2.9933 -2.7318 -0.5467
C -3.8033 -3.6774 -1.4300
H -6.1622 -4.8237 -2.3144
H -6.4935 -5.7969 -0.8797
H -5.0543 -6.1156 -1.8491
H -5.5919 -3.5723 -0.2474
H -3.6146 -5.8411 0.2285
H -5.0366 -5.4853 1.2221
H -2.9507 -4.5663 2.2258
H -4.1090 -3.2784 1.8134
H -0.8500 -3.5228 1.8943
H -0.6386 -2.4593 0.4991
H -2.2925 -1.9275 3.0136
H -2.4823 -0.9672 1.5486
H 0.1014 -1.3406 3.1507
H -0.8989 0.1314 3.1052
H 2.6338 0.7866 0.1646
H 2.3830 -2.0139 -0.8660
H 4.1925 -1.3137 0.5041
H 5.8974 -1.5187 1.9452
H 8.3130 -1.3868 2.4196
H 9.0309 -0.1586 -1.6079
H 6.6152 -0.2904 -2.0845
H 1.5043 -1.3990 -3.1197
H 2.2006 1.1190 -3.5856
H 1.0157 2.5500 -1.6152
H -1.3327 0.2768 0.0964
H -1.5451 2.4997 -0.6813
H -0.8251 4.4574 1.3995
H 0.4781 4.8717 -0.6544
H -1.0044 4.8780 -1.6235
H -0.2998 6.8470 0.5998
H -0.2784 7.1919 -1.1312
H -2.7142 6.7707 -1.2648
H -2.3712 8.0200 -0.0667
H -2.5317 6.3525 1.7525
H -4.0183 6.3659 0.8004
H -3.2638 4.0395 1.2604
H -3.2425 4.3897 -0.4735
H -2.1831 -2.2809 -1.1262
H -3.6602 -1.9215 -0.1929
H -3.1359 -4.4427 -1.8283
H -4.2300 -3.1216 -2.2673
*
```

*one* is preferred energetically. Next in line: 0.0124 hartree higher.

*one*
ORCA calculation (ωB97M-V/def2-TZVPD) on a molecular structure, C45H37GeN6O2Tc.

Computed properties:
HOMO energy in eV: -13.307
LUMO level in eV: -6.81
HOMO-LUMO gap in eV: 6.50

ORCA input file:
```
! wB97M-V def2-TZVPD RIJCOSX def2/J DEFGRID3
* xyz 2 1
Tc 0.0272 -0.3334 0.0658
C 2.6917 -0.4939 6.4454
C 2.3714 -0.2204 4.9955
C 3.3667 -0.3001 4.0154
C 3.0815 -0.0338 2.6899
C 1.7927 0.3155 2.2961
N 1.4817 0.5858 0.9221
C 2.2034 1.6643 0.3404
C 2.8157 2.6584 1.1118
C 3.5070 3.6990 0.5239
C 3.6250 3.8170 -0.8636
C 4.3499 4.9810 -1.4927
C 3.0008 2.8574 -1.6296
C 2.2982 1.8120 -1.0349
N 1.5835 0.9312 -1.9238
C 2.1521 0.4990 -3.0513
C 1.3747 -0.0579 -4.0476
C 0.0131 0.0516 -3.9170
N 0.2541 0.7904 -1.6686
C 0.8018 0.3771 3.2622
C 1.0908 0.1106 4.5956
N -0.5499 0.6524 2.9081
C -1.5255 1.1418 3.7050
C -2.6775 1.2322 2.9667
C -2.3215 0.7923 1.6930
N -1.0363 0.4556 1.6604
H 3.2935 0.3181 6.8577
H 3.2760 -1.4089 6.5465
H 1.7922 -0.5893 7.0531
H 4.3760 -0.5751 4.3031
H 3.8569 -0.0899 1.9338
H 2.7428 2.6111 2.1901
H 3.9654 4.4512 1.1592
H 5.3205 5.1360 -1.0204
H 3.7775 5.9030 -1.3638
H 4.5082 4.8294 -2.5601
H 3.0037 2.9491 -2.7119
H 3.2212 0.6318 -3.1157
H 1.8422 -0.4651 -4.9351
H -0.6413 -0.2177 -4.7385
H 0.2968 0.1242 5.3343
H -1.3331 1.3965 4.7364
H -3.6429 1.5836 3.2982
H -2.9254 0.6892 0.8078
O -1.7754 -3.5299 -1.5640
C -1.0931 -2.8535 -0.8561
O -0.5971 -1.6548 -1.2103
C -0.6875 -3.2212 0.5287
C -0.9168 -4.4811 1.0256
C -0.3909 -4.8082 2.2651
C 0.3518 -3.8532 2.9343
C 0.5139 -2.5973 2.3760
N -0.0177 -2.2584 1.1907
H -1.4829 -5.1800 0.4219
H -0.5384 -5.7940 2.6877
H 0.8122 -4.0677 3.8903
H 1.0908 -1.8529 2.8935
C -0.5548 0.5388 -2.7321
Ge -2.3383 1.5464 -2.8256
C -3.7270 0.8407 -1.6981
C -3.8688 -0.5410 -1.5349
C -4.9116 -1.0510 -0.7666
C -5.8343 -0.1865 -0.1851
C -5.7277 1.1872 -0.3837
C -4.6770 1.7007 -1.1355
C -1.5817 3.2270 -2.2236
C -0.7254 3.9353 -3.0748
C -0.0292 5.0455 -2.6101
C -0.1700 5.4506 -1.2874
C -1.0073 4.7457 -0.4295
C -1.7102 3.6386 -0.8956
C -2.7494 1.4658 -4.6992
C -2.8774 2.6337 -5.4524
C -3.2399 2.5613 -6.7927
C -3.4744 1.3266 -7.3838
C -3.3592 0.1588 -6.6370
C -3.0044 0.2272 -5.2970
H -3.1762 -1.2293 -2.0080
H -5.0133 -2.1242 -0.6433
H -6.6555 -0.5853 0.4007
H -6.4683 1.8573 0.0404
H -4.6103 2.7728 -1.2964
H -0.6035 3.6253 -4.1093
H 0.6132 5.6017 -3.2853
H 0.3587 6.3269 -0.9293
H -1.1246 5.0663 0.5997
H -2.3658 3.1020 -0.2151
H -2.7112 3.6043 -4.9963
H -3.3455 3.4704 -7.3722
H -3.7598 1.2736 -8.4272
H -3.5563 -0.8023 -7.0972
H -2.9477 -0.6918 -4.7173
*
```

*two*
ORCA calculation (ωB97M-V/def2-TZVPD) on a molecular structure, C45H37GeN6O2Tc.

Computed properties:
HOMO energy (spin up / spin down) in eV: -13.650 / -13.650
LUMO level (spin up / spin down) in eV: -7.75 / -7.75
HOMO-LUMO gap (spin up / spin down) in eV: 5.90 / 5.90

ORCA input file:
```
! wB97M-V def2-TZVPD RIJCOSX def2/J DEFGRID3
* xyz 2 1
Tc -0.0679 -0.5771 -0.6420
C 3.8500 -3.4172 4.1387
C 3.3478 -2.5139 3.0524
C 4.1156 -2.2577 1.9163
C 3.6134 -1.4902 0.8886
C 2.3272 -0.9555 0.9590
N 1.7710 -0.2771 -0.1414
C 2.5401 0.6882 -0.8042
C 3.4177 1.5101 -0.0866
C 4.1158 2.5210 -0.7069
C 3.9608 2.7646 -2.0740
C 4.6686 3.9057 -2.7406
C 3.1082 1.9386 -2.7948
C 2.4148 0.8985 -2.1900
N 1.6666 0.0354 -3.0396
C 1.9130 -0.2443 -4.3405
C 0.9187 -1.0762 -4.7943
C 0.0808 -1.2783 -3.6970
N 0.5411 -0.6060 -2.6478
C 1.5654 -1.1638 2.1219
C 2.0830 -1.9452 3.1434
N 0.3188 -0.5117 2.3523
C -0.1788 -0.1132 3.5460
C -1.3886 0.4947 3.3232
C -1.5723 0.4428 1.9404
N -0.5406 -0.1606 1.3670
H 4.9378 -3.4475 4.1581
H 3.4960 -4.4370 3.9655
H 3.4927 -3.1038 5.1185
H 5.1035 -2.6903 1.8274
H 4.1946 -1.3292 -0.0101
H 3.5192 1.3511 0.9793
H 4.7803 3.1463 -0.1247
H 5.6322 4.0978 -2.2721
H 4.0741 4.8179 -2.6534
H 4.8277 3.7153 -3.8003
H 2.9708 2.1185 -3.8528
H 2.7811 0.1503 -4.8385
H 0.8152 -1.4849 -5.7836
H -0.8216 -1.8626 -3.6042
H 1.4785 -2.1369 4.0198
H 0.3724 -0.2679 4.4568
H -2.0475 0.9225 4.0573
H -2.3930 0.7944 1.3366
O -3.3510 0.5043 -2.6870
C -2.4084 0.5562 -1.9521
O -1.9317 -0.4963 -1.2822
C -1.6885 1.8516 -1.6676
C -2.2309 3.0588 -2.0659
C -1.5514 4.2222 -1.7406
C -0.3609 4.1289 -1.0350
C 0.1182 2.8770 -0.6904
N -0.5300 1.7528 -1.0045
H -3.1649 3.0592 -2.6098
H -1.9474 5.1875 -2.0260
H 0.1916 5.0126 -0.7485
H 1.0472 2.7692 -0.1446
C -0.0784 -2.2116 -0.2603
Ge -0.0489 -4.1175 0.4133
C -0.7748 -3.8304 2.1872
C -1.9888 -3.1426 2.2716
C -2.5686 -2.8834 3.5053
C -1.9442 -3.3158 4.6675
C -0.7387 -4.0007 4.5954
C -0.1532 -4.2514 3.3613
C 1.8338 -4.5265 0.2084
C 2.4980 -5.4095 1.0596
C 3.8315 -5.7288 0.8425
C 4.5123 -5.1824 -0.2368
C 3.8583 -4.3161 -1.1009
C 2.5290 -3.9873 -0.8760
C -1.2421 -5.0232 -0.7950
C -2.4594 -5.5323 -0.3510
C -3.3101 -6.1717 -1.2429
C -2.9494 -6.2996 -2.5758
C -1.7329 -5.7995 -3.0239
C -0.8791 -5.1655 -2.1355
H -2.4944 -2.8120 1.3686
H -3.5138 -2.3590 3.5589
H -2.4032 -3.1299 5.6297
H -0.2600 -4.3509 5.5010
H 0.7931 -4.7769 3.3254
H 1.9760 -5.8825 1.8825
H 4.3335 -6.4230 1.5040
H 5.5466 -5.4465 -0.4138
H 4.3819 -3.9060 -1.9553
H 2.0329 -3.3045 -1.5609
H -2.7467 -5.4421 0.6898
H -4.2521 -6.5740 -0.8952
H -3.6135 -6.7996 -3.2681
H -1.4482 -5.9177 -4.0612
H 0.0832 -4.8049 -2.4861
*
```

*two* is preferred energetically. Next in line: 0.0153 hartree higher.

*one*
ORCA calculation (ωB97M-V/def2-TZVPD) on a molecular structure, C18H28LiN4NbO3S2.

Computed properties:
HOMO energy in eV: -14.956
LUMO level in eV: -8.45
HOMO-LUMO gap in eV: 6.51

ORCA input file:
```
! wB97M-V def2-TZVPD RIJCOSX def2/J DEFGRID3
* xyz 2 1
N 0.4158 1.0061 -1.3688
C 0.7848 1.4702 -2.4466
O 1.1335 1.7432 -3.5341
Li 0.0594 -2.7726 -1.6630
Nb 0.1213 0.2628 0.4207
N -1.7616 -0.3206 -0.1000
N -0.0350 2.0603 1.2166
C -2.9465 0.0748 -0.8504
C 0.1577 3.4829 0.8741
C -3.9030 -1.1113 -0.9747
C -3.7182 1.2293 -0.1856
C -2.5519 0.5182 -2.2431
C 1.6379 3.6946 0.5665
C -0.2521 4.4031 2.0256
C -0.6764 3.8464 -0.3402
H -3.3721 -1.9786 -1.3824
H -4.7192 -0.8557 -1.6625
H -4.3500 -1.3800 -0.0113
H -4.1085 0.9387 0.7960
H -4.5747 1.5151 -0.8181
H -3.0889 2.1185 -0.0596
H -1.8916 1.3828 -2.2484
H -3.4492 0.7798 -2.8145
H -2.0478 -0.2857 -2.7814
H 2.2432 3.4930 1.4579
H 1.7998 4.7354 0.2576
H 1.9745 3.0256 -0.2343
H 0.4065 4.2990 2.8954
H -1.2928 4.2281 2.3229
H -0.1691 5.4412 1.6770
H -0.4858 4.8992 -0.5889
H -1.7460 3.7513 -0.1260
H -0.4313 3.2488 -1.2186
C -2.0480 -0.9741 1.1999
H -1.1697 -0.9231 1.8794
H -2.9114 -0.5569 1.7417
H -2.2697 -2.0358 1.0409
C 0.2760 1.6851 2.6194
H 0.4656 0.5940 2.7191
H 1.1669 2.2210 2.9744
H -0.5672 1.9447 3.2728
O 0.0131 -4.3598 -0.6104
S 0.8582 -3.9823 0.5543
O 0.4557 -4.3770 1.8632
N 1.0179 -2.2670 0.3666
C 2.3260 -1.9194 0.3738
S 2.5740 -0.2425 0.5051
C 3.2089 -3.0132 0.0211
C 4.4229 -2.9558 -0.6864
C 4.9670 -4.1180 -1.2188
C 4.3187 -5.3414 -1.0102
C 3.0945 -5.4197 -0.3553
C 2.5396 -4.2405 0.1233
H 4.8850 -1.9830 -0.8202
H 5.8937 -4.0784 -1.7941
H 4.7638 -6.2483 -1.3955
H 2.5555 -6.3525 -0.2216
*
```

*two*
ORCA calculation (ωB97M-V/def2-TZVPD) on a molecular structure, C18H28LiN4NbO3S2.

Computed properties:
HOMO energy (spin up / spin down) in eV: -15.034 / -15.031
LUMO level (spin up / spin down) in eV: -10.59 / -10.76
HOMO-LUMO gap (spin up / spin down) in eV: 4.45 / 4.27

ORCA input file:
```
! wB97M-V def2-TZVPD RIJCOSX def2/J DEFGRID3
* xyz 2 1
N 1.4558 -1.2186 -0.4902
C 2.3549 -2.1688 -0.2164
O 2.1329 -3.4109 -0.2609
Li -0.0652 -3.0254 -0.2855
Nb 0.3272 0.2457 -0.1519
N -1.0460 0.4415 -1.6056
N 1.5298 1.8784 -0.1421
C -1.1347 0.2038 -3.0690
C 2.9132 2.0175 -0.6918
C -2.6026 -0.0440 -3.4820
C -0.5667 1.4172 -3.8401
C -0.3096 -1.0427 -3.4258
C 3.9023 1.3229 0.2706
C 3.3069 3.4982 -0.8820
C 2.9594 1.3309 -2.0689
H -3.0411 -0.8592 -2.8785
H -2.6522 -0.3339 -4.5456
H -3.2251 0.8578 -3.3538
H -1.0919 2.3470 -3.5608
H -0.6812 1.2800 -4.9300
H 0.5034 1.5439 -3.6113
H 0.7282 -0.9386 -3.0680
H -0.3000 -1.1995 -4.5180
H -0.7664 -1.9401 -2.9618
H 3.8138 1.7445 1.2886
H 4.9467 1.4630 -0.0639
H 3.6879 0.2401 0.3124
H 3.3909 4.0373 0.0772
H 2.5725 4.0244 -1.5181
H 4.2904 3.5534 -1.3799
H 3.9881 1.3401 -2.4703
H 2.3014 1.8593 -2.7807
H 2.6339 0.2807 -1.9849
C -1.9995 1.4126 -1.0623
H -1.7333 1.6396 -0.0052
H -1.9928 2.3825 -1.5991
H -3.0374 1.0267 -1.0312
C 1.1048 2.9331 0.7762
H 0.1399 2.6490 1.2418
H 1.8202 3.0847 1.6136
H 0.9564 3.9131 0.2788
O -4.4807 -1.5394 1.6957
S -3.7162 -1.2372 2.9914
O -4.3254 -0.0080 3.6824
N -2.3177 -0.4468 2.2793
C -1.2185 -1.0359 2.5997
S 0.3915 -0.3580 2.2535
C -1.3686 -2.1795 3.5143
C -0.3508 -2.9653 4.0690
C -0.6991 -3.9916 4.9589
C -2.0488 -4.2173 5.2880
C -3.0570 -3.4180 4.7225
C -2.6871 -2.4086 3.8342
H 0.6894 -2.7880 3.8260
H 0.0762 -4.6077 5.3998
H -2.3062 -5.0050 5.9837
H -4.0958 -3.5805 4.9778
*
```

*one* is preferred energetically. Next in line: 0.2017 hartree higher.